1.
120
Properties=species:S:1:pos:R:3:mulliken_charge:R:1 method="wB97M-V/def2-TZVPD" smiles=COCCNCCOC.CC(C)O.CC(C)O.CC(C)O.CC(C)O.CC(C)O.CC(C)O.CC(C)O.CO.CO energy_ha=-2034.5284 de_lowest_kj_mol=126.5
C 1.832 -2.737 -1.513 -0.476
O 1.366 -2.035 -2.627 -0.440
H 2.688 -2.233 -1.036 0.355
H 1.105 -2.715 -0.694 -0.005
H 2.207 -3.733 -1.737 0.354
H 1.128 -1.137 -2.385 0.149
C -0.874 -4.874 1.284 -0.470
O -0.014 -5.175 2.389 -0.585
H -0.360 -4.543 0.384 0.125
H -1.542 -5.723 1.139 0.318
H -1.534 -4.087 1.677 0.230
H 0.731 -4.567 2.350 0.289
C -1.075 -0.060 -2.299 -1.270
O -0.636 -0.345 -0.978 -0.237
C -0.425 0.849 -0.261 -0.811
C -0.150 0.654 1.239 -0.248
N 0.999 -0.200 1.425 0.093
C 1.397 -0.635 2.750 -0.123
C 2.473 -1.697 2.634 -0.535
O 2.025 -2.710 1.746 0.293
C 3.106 -3.551 1.378 -0.897
H -2.003 0.521 -2.209 0.294
H -1.464 -0.943 -2.800 0.397
H -0.384 0.527 -2.907 0.639
H -1.280 1.522 -0.436 0.397
H 0.393 1.400 -0.754 0.306
H -1.090 0.229 1.622 0.306
H -0.009 1.649 1.659 0.048
H 0.949 -0.982 0.785 0.129
H 0.529 -0.991 3.321 0.210
H 1.819 0.198 3.314 -0.234
H 2.660 -2.209 3.587 0.090
H 3.441 -1.318 2.291 0.424
H 3.349 -4.088 2.306 0.093
H 4.037 -3.124 1.001 0.379
H 2.694 -4.274 0.676 0.309
C 2.523 3.898 2.499 -1.160
C 3.659 3.476 3.423 0.939
C 4.998 3.295 2.686 -1.543
O 3.925 4.458 4.442 -0.571
H 2.372 3.134 1.735 0.212
H 2.899 4.792 1.985 0.343
H 1.588 4.187 2.973 0.309
H 3.296 2.568 3.915 -0.142
H 4.992 2.569 1.872 0.391
H 5.725 3.038 3.453 0.423
H 5.255 4.230 2.177 0.413
H 4.692 4.943 4.126 0.374
C -0.503 1.788 4.697 -0.992
C 0.413 1.406 5.867 0.773
C -0.341 1.397 7.205 -1.565
O 1.209 0.241 5.684 -0.388
H -1.041 0.914 4.320 0.339
H -0.016 2.281 3.859 -0.123
H -1.266 2.485 5.047 0.549
H 1.140 2.228 5.852 0.029
H -0.799 2.372 7.374 0.375
H 0.197 1.125 8.111 0.449
H -1.159 0.688 7.041 0.391
H 1.350 -0.185 6.532 0.243
C 4.453 -4.003 5.825 -1.266
C 3.159 -4.798 5.688 0.798
C 3.247 -6.148 4.970 -1.290
O 2.606 -4.978 6.980 -0.537
H 5.095 -4.475 6.577 0.440
H 4.193 -3.041 6.272 0.315
H 5.063 -3.875 4.932 0.298
H 2.503 -4.304 4.964 -0.116
H 2.226 -6.425 4.710 0.347
H 3.845 -6.910 5.472 0.389
H 3.719 -5.963 3.997 0.262
H 3.233 -5.526 7.464 0.358
C -2.076 0.641 -5.891 -0.886
C -1.953 0.184 -7.320 0.557
C -3.039 0.675 -8.254 -1.404
O -0.701 0.657 -7.859 -0.531
H -1.908 1.680 -5.613 0.337
H -1.507 -0.021 -5.236 -0.006
H -3.120 0.432 -5.636 0.370
H -1.863 -0.910 -7.291 0.128
H -3.111 0.120 -9.191 0.417
H -2.915 1.742 -8.447 0.341
H -4.038 0.611 -7.809 0.341
H -0.651 0.340 -8.767 0.307
C -5.697 3.784 -4.471 -1.335
C -4.375 3.531 -3.742 0.617
C -4.260 4.232 -2.392 -1.331
O -4.156 2.128 -3.637 -0.338
H -5.798 3.028 -5.247 0.310
H -5.709 4.774 -4.932 0.413
H -6.542 3.721 -3.781 0.257
H -3.594 3.904 -4.416 0.374
H -5.144 3.963 -1.808 0.291
H -4.271 5.323 -2.451 0.427
H -3.306 3.986 -1.925 0.252
H -4.613 1.890 -2.810 0.066
C 3.020 -0.716 -5.139 -1.261
C 2.900 0.592 -5.911 0.344
C 1.895 1.489 -5.156 -0.707
O 4.157 1.218 -5.940 -0.578
H 3.348 -0.463 -4.122 0.253
H 3.843 -1.381 -5.426 0.403
H 2.121 -1.329 -5.146 0.323
H 2.537 0.344 -6.909 0.295
H 0.922 1.022 -5.007 -0.095
H 1.754 2.400 -5.742 0.353
H 2.305 1.817 -4.198 0.361
H 4.589 1.155 -5.085 0.350
C -6.423 0.719 0.842 -1.543
C -5.338 1.039 -0.200 0.552
C -4.345 -0.129 -0.356 -0.773
O -5.954 1.140 -1.496 -0.559
H -7.126 -0.029 0.474 0.380
H -6.949 1.609 1.192 0.340
H -5.957 0.314 1.744 0.395
H -4.817 1.936 0.125 0.327
H -4.379 -0.735 -1.258 0.295
H -4.412 -0.887 0.431 0.404
H -3.376 0.357 -0.216 -0.085
H -6.503 0.363 -1.623 0.297


2.
131
Properties=species:S:1:pos:R:3:mulliken_charge:R:1 method="wB97M-V/def2-TZVPD" energy_ha=-3028.7944 de_lowest_kj_mol=0.0 total_charge=-1
Cl 3.440 3.616 -10.135 1.405
O 2.698 2.948 -11.172 -0.713
O 4.764 3.031 -9.951 -0.675
O 3.684 4.984 -10.500 -0.712
O 2.725 3.554 -8.863 -0.442
C 5.160 2.650 -13.899 -0.353
N 4.542 2.015 -15.097 0.961
O 4.893 0.868 -15.318 -0.578
O 3.680 2.611 -15.687 -0.560
H 4.452 2.758 -13.078 0.088
H 5.423 3.640 -14.275 0.177
H 6.050 2.156 -13.529 0.273
C -1.004 5.173 -11.646 -1.308
C -1.520 4.137 -10.658 0.294
C -1.901 2.856 -11.392 -0.868
O -2.363 1.888 -10.466 -0.190
C -2.974 0.797 -11.091 -0.796
N -0.607 3.882 -9.568 0.023
H -1.463 5.170 -12.647 0.439
H 0.021 4.945 -11.950 0.143
H -1.209 6.158 -11.231 0.373
H -2.507 4.471 -10.311 0.369
H -1.023 2.428 -11.902 0.305
H -2.622 3.087 -12.183 0.601
H -2.660 0.603 -12.125 0.393
H -4.059 0.956 -11.172 0.318
H -2.769 -0.124 -10.543 0.077
H 0.129 3.290 -9.941 -0.309
H -0.157 4.677 -9.140 0.205
C 1.730 -0.103 -9.542 -1.617
C 0.446 0.409 -8.939 2.157
C -0.390 -0.750 -8.384 -1.368
O -1.611 -0.351 -7.810 -0.173
C -2.376 -1.404 -7.281 -0.874
N 0.688 1.493 -7.977 0.158
H 2.257 0.641 -10.132 0.126
H 1.520 -0.949 -10.220 0.527
H 2.364 -0.607 -8.803 0.302
H -0.108 0.870 -9.763 -0.368
H 0.154 -1.469 -7.763 0.374
H -0.666 -1.215 -9.348 0.298
H -2.898 -1.877 -8.119 0.303
H -3.021 -1.009 -6.499 0.223
H -1.772 -2.166 -6.771 0.328
H 1.495 1.209 -7.402 -0.048
H 1.059 2.287 -8.486 -0.162
C 1.625 4.333 -4.801 -1.781
C 0.279 3.728 -5.115 1.014
C -0.810 4.297 -4.229 -1.137
O -2.080 3.810 -4.582 -0.191
C -3.041 4.042 -3.558 -0.840
N -0.061 4.064 -6.516 -0.303
H 2.462 4.110 -5.462 0.297
H 1.954 4.301 -3.757 0.404
H 1.502 5.407 -5.006 0.406
H 0.190 2.639 -5.018 0.093
H -0.772 5.400 -4.287 0.385
H -0.587 4.171 -3.158 0.477
H -3.888 3.422 -3.848 0.245
H -3.247 5.105 -3.413 0.275
H -2.617 3.582 -2.655 0.356
H 0.805 4.096 -7.041 -0.019
H -0.465 4.997 -6.493 0.319
C 4.839 1.170 -6.753 -1.305
C 4.078 0.438 -5.688 0.163
C 4.596 0.913 -4.312 -1.003
O 4.367 2.311 -4.172 -0.140
C 4.845 2.795 -2.928 -0.942
N 2.649 0.734 -5.813 -0.232
H 4.749 2.254 -6.661 0.318
H 4.378 1.015 -7.733 0.177
H 5.888 0.883 -6.814 0.452
H 4.302 -0.632 -5.691 0.392
H 5.676 0.729 -4.271 0.518
H 4.061 0.404 -3.504 0.395
H 4.019 2.760 -2.211 0.282
H 5.198 3.819 -3.042 0.224
H 5.666 2.175 -2.561 0.406
H 2.103 0.227 -5.116 0.276
H 2.509 1.688 -5.478 -0.272
C 0.992 8.201 -11.310 -1.456
C 2.479 8.627 -11.270 1.447
C 2.561 10.149 -11.318 -1.054
O 3.883 10.618 -11.339 -0.294
C 4.042 11.839 -11.990 -0.821
N 3.141 7.972 -10.143 -0.494
H 0.512 8.777 -10.517 0.359
H 0.984 7.116 -11.302 0.258
H 0.486 8.517 -12.230 0.446
H 2.969 8.326 -12.200 -0.324
H 1.938 10.606 -10.537 0.328
H 2.024 10.416 -12.240 0.401
H 4.011 11.710 -13.082 0.317
H 4.968 12.380 -11.792 0.266
H 3.232 12.536 -11.736 0.324
H 3.029 6.974 -10.362 0.124
H 2.535 8.029 -9.324 0.303
C 10.582 4.550 -5.664 -1.280
C 9.379 3.823 -5.051 0.361
C 8.722 2.869 -6.091 -0.196
O 8.286 3.613 -7.210 -0.345
C 7.954 2.735 -8.296 -0.130
N 9.799 3.062 -3.853 -0.743
H 10.371 4.887 -6.679 0.292
H 11.444 3.886 -5.676 0.318
H 10.705 5.469 -5.091 0.319
H 8.608 4.535 -4.757 0.342
H 7.911 2.320 -5.596 -0.125
H 9.441 2.133 -6.479 0.320
H 7.313 3.300 -8.966 -0.288
H 7.436 1.839 -7.956 0.199
H 8.922 2.460 -8.726 0.406
H 10.417 2.311 -4.158 0.314
H 8.924 2.571 -3.649 0.273
C 7.715 4.456 -11.823 -1.147
C 7.098 5.873 -11.746 0.522
C 6.110 6.159 -12.876 -0.498
O 5.978 7.572 -12.881 -0.334
C 5.341 8.098 -13.995 -0.773
N 6.500 6.049 -10.421 -0.655
H 7.045 3.657 -11.488 0.072
H 8.618 4.498 -11.216 0.332
H 7.883 4.080 -12.841 0.440
H 7.883 6.627 -11.804 0.282
H 5.143 5.649 -12.832 0.167
H 6.587 5.867 -13.825 0.474
H 4.293 7.823 -14.184 0.277
H 5.855 7.908 -14.948 0.345
H 5.274 9.176 -13.854 0.209
H 7.089 5.579 -9.728 0.205
H 5.735 5.373 -10.347 0.086


| no. | HOMO level (eV) | LUMO energy (eV) | Kohn-Sham gap (eV) |
| --- | --- | --- | --- |
| 1 | -8.61 | 0.489 | 9.09 |
| 2 | -5.47 | 2.307 | 7.78 |